Molecular formula: C38H40F5GaNSi
Method: DFT, ωB97M-V/def2-TZVPD

Summary:
* largest force on an atom: 5.606 eV/Å
* LUMO: 2.17 eV
* energy relative to the best compared isomer or geometry (same formula, charge and spin): 332.41 kJ/mol
* DFT total energy: -4240.251885 Ha
* highest occupied orbital energy: -4.1 eV
* charge: -1

Atoms and positions in Å:
C  2.17421  1.81189  2.91537
Si  2.66465  0.05219  2.29034
C  3.75229  -0.74192  3.65997
C  1.15931  -1.12096  2.00265
Ga  3.74879  0.26536  0.18109
C  5.52017  1.37792  0.28576
C  6.26139  1.43207  1.64291
C  7.61126  2.16236  1.92551
C  8.13817  2.91107  0.63972
C  7.25707  2.78611  -0.61290
N  6.05019  2.07578  -0.84100
H  2.44336  2.62548  2.14383
H  2.80286  2.03920  3.84901
H  1.04233  1.88473  3.09963
H  4.45799  0.02282  4.16612
H  3.04148  -1.12317  4.49433
H  4.36256  -1.65162  3.32071
H  0.57437  -0.68620  1.11543
H  1.60442  -2.11902  1.63067
H  0.52180  -1.31055  2.93062
H  4.15045  -1.22675  -0.28530
H  2.72069  0.84966  -0.92058
H  5.77476  0.87530  2.52320
H  8.14241  2.17935  2.92829
H  9.11982  3.51217  0.66338
H  7.64963  3.37381  -1.52690
F  0.42747  -1.21641  -1.25458
C  -0.85574  -1.26542  -1.62181
C  -1.37052  -2.43927  -2.15078
C  -2.70890  -2.48929  -2.52803
C  -3.51421  -1.36160  -2.38186
C  -2.98474  -0.18702  -1.85403
C  -1.64937  -0.14035  -1.46660
H  -0.72642  -3.30338  -2.26456
H  -3.12414  -3.40480  -2.93615
H  -4.55704  -1.40017  -2.68064
H  -3.61188  0.69156  -1.74445
H  -1.22245  0.76267  -1.04568
F  -1.73106  3.84805  -0.99602
C  -2.29444  4.20122  -2.16114
C  -1.52299  4.82633  -3.12788
C  -2.10593  5.18771  -4.33791
C  -3.45624  4.92943  -4.56297
C  -4.22216  4.30552  -3.58259
C  -3.63722  3.93395  -2.37659
H  -0.47611  5.02626  -2.93152
H  -1.50955  5.67046  -5.10455
H  -3.91121  5.21574  -5.50589
H  -5.27456  4.10865  -3.75767
H  -4.21618  3.43935  -1.60531
F  -2.75911  0.63420  4.65718
C  -3.32239  0.98785  3.49198
C  -2.55127  1.61415  2.52517
C  -3.13433  1.97620  1.31513
C  -4.48549  1.71679  1.09100
C  -5.25066  1.09193  2.07128
C  -4.66518  0.71999  3.27673
H  -1.50427  1.81469  2.72135
H  -2.53927  2.45938  0.54904
H  -4.94154  2.00330  0.14832
H  -6.30314  0.89456  1.89648
H  -5.24357  0.22460  4.04779
F  2.91032  -3.68236  4.09871
C  2.40821  -3.99871  5.29760
C  3.15099  -3.73424  6.43786
C  2.62671  -4.05848  7.68487
C  1.37033  -4.65320  7.77680
C  0.63571  -4.91850  6.62449
C  1.15450  -4.58457  5.37784
H  4.12986  -3.27848  6.34579
H  3.19616  -3.84880  8.58406
H  0.96391  -4.90980  8.75012
H  -0.34092  -5.38533  6.69742
H  0.59297  -4.77554  4.47094
F  -4.54708  -1.91147  -5.58604
C  -3.46919  -2.01777  -6.38018
C  -3.60637  -2.57499  -7.64208
C  -2.49104  -2.68067  -8.46703
C  -1.24971  -2.23778  -8.01638
C  -1.12323  -1.68446  -6.74517
C  -2.23988  -1.56849  -5.92417
H  -4.57883  -2.92162  -7.97227
H  -2.58854  -3.10807  -9.45933
H  -0.37927  -2.32464  -8.65893
H  -0.15511  -1.34371  -6.39387
H  -2.16107  -1.13226  -4.93517



Molecular formula: C38H40F5N3OPPtS2Se
Method: DFT, ωB97M-V/def2-TZVPD

Summary:
* largest force on an atom: 4.060 eV/Å
* LUMO (spin up / spin down): -2.59 / -5.37 eV
* energy relative to the best compared isomer or geometry (same formula, charge and spin): 0.49 kJ/mol
* DFT total energy: -5868.886240 Ha
* ⟨S²⟩: 6.0477
* highest occupied orbital energy (spin up / spin down): -9.9 / -10.8 eV
* multiplicity: 5
* charge: +1

Atoms and positions in Å:
Pt  1.03168  -0.48319  0.67611
C  -0.60302  3.58197  -0.23573
C  0.16586  2.46006  0.53949
N  -0.33500  1.30808  0.78393
N  -1.68949  1.37926  0.82466
C  -1.81946  -0.94827  1.98636
S  -0.28681  -1.43445  2.40488
S  -3.29486  -1.69607  2.22780
C  -4.35921  -0.26022  -0.00068
C  -4.05646  0.93639  -1.02070
C  -4.72230  2.10192  -0.92677
C  -4.46323  3.16448  -1.72278
C  -3.43844  3.04095  -2.64337
C  -2.71317  1.84884  -2.73533
C  -3.01983  0.76924  -1.90660
C  1.57627  2.56877  0.79387
C  2.45555  3.59213  0.16798
C  3.72850  3.82006  0.52743
C  4.18352  3.21592  1.68623
C  3.46849  2.23025  2.33378
C  2.28676  1.82177  1.76385
O  1.72522  0.76713  2.30150
H  -1.49687  4.07747  0.27018
H  0.08551  4.29680  -0.64444
H  -1.14464  3.06244  -1.01569
H  -3.98604  -1.16990  -0.44256
H  -5.46906  -0.34313  0.08788
H  -5.57913  2.07449  -0.23124
H  -5.03755  4.06081  -1.58417
H  -3.16994  3.86669  -3.21948
H  -1.87531  1.83648  -3.41400
H  -2.52952  -0.20555  -1.92594
H  1.98807  4.13043  -0.62719
H  4.23372  4.62131  -0.03776
H  5.17830  3.52663  1.96438
H  3.95119  1.77966  3.19324
F  -2.36381  -0.33010  -6.83180
C  -1.48977  -0.12139  -5.86124
C  -0.53043  0.90751  -5.87518
F  -0.57582  1.74401  -6.93361
C  0.43241  1.06935  -4.88090
F  1.26351  2.11488  -5.00700
C  0.40680  0.31165  -3.76290
Se  1.52042  0.69538  -2.31627
C  -0.56092  -0.68128  -3.76310
F  -0.59782  -1.47524  -2.67541
C  -1.45252  -0.96296  -4.75968
F  -2.27506  -2.02974  -4.70704
N  -2.25718  0.12706  1.25300
C  -3.73035  0.00508  1.32760
C  -4.46996  0.88309  2.38337
C  -5.71536  0.39806  2.82749
C  -6.35223  1.09650  3.80529
C  -5.82102  2.23683  4.41054
C  -4.57307  2.66907  4.03942
C  -3.87908  1.94623  3.06779
H  -6.16820  -0.51622  2.50307
H  -7.27338  0.67135  4.21178
H  -6.36706  2.72831  5.17383
H  -4.02699  3.49515  4.51648
H  -2.92791  2.28290  2.75295
C  4.48929  -0.15900  0.01150
C  4.15212  -1.64850  -0.32750
C  5.38837  -2.56352  -0.00595
P  2.54203  -2.16111  0.43655
C  2.59844  -3.06377  2.05830
C  2.94153  -2.12991  3.20335
C  3.45061  -4.35669  1.99097
C  1.82351  -3.30783  -0.85607
C  0.55847  -4.07467  -0.39461
C  2.84081  -4.23822  -1.56013
H  5.34091  0.33341  -0.53510
H  4.80162  -0.07450  1.05065
H  3.67693  0.61948  -0.07123
H  3.90205  -1.69740  -1.43218
H  5.46007  -2.77657  1.05092
H  6.30679  -2.03660  -0.31405
H  5.26907  -3.43362  -0.63052
H  1.56434  -3.31354  2.12920
H  3.98027  -1.98000  3.33255
H  2.68097  -2.58066  4.16531
H  2.57310  -1.10491  3.13632
H  4.52343  -4.10845  2.15184
H  3.34929  -4.96752  1.05814
H  3.11022  -5.03179  2.81972
H  1.54952  -2.56510  -1.56081
H  0.84631  -4.79638  0.33456
H  0.04494  -4.58791  -1.18469
H  -0.16568  -3.36527  0.00284
H  3.11313  -5.05069  -0.85644
H  3.65281  -3.63952  -1.94942
H  2.45023  -4.80439  -2.35162



Molecular formula: C38H40N5NaO3S6Sb2
Method: DFT, ωB97M-V/def2-TZVPD

Summary:
* largest force on an atom: 1.137 eV/Å
* LUMO: 2.96 eV
* energy relative to the best compared isomer or geometry (same formula, charge and spin): 152.06 kJ/mol
* DFT total energy: -5003.589535 Ha
* highest occupied orbital energy: -0.4 eV
* charge: -2

Atoms and positions in Å:
Na  -0.36917  1.18371  0.51364
C  1.90142  1.60434  5.31662
N  1.70986  0.77937  4.13199
C  2.66000  -0.29199  3.83130
C  0.79079  1.10466  3.19958
O  0.67917  0.50715  2.14293
C  -0.10688  2.29040  3.51683
O  -1.01199  2.44895  2.43658
C  -1.30958  3.79819  2.14032
C  -1.47991  3.91225  0.64208
O  -0.95571  3.09735  -0.09613
N  -2.15426  5.00019  0.18140
C  -2.62683  6.03643  1.08694
C  -2.20143  5.26406  -1.24675
H  2.61327  1.10596  5.96934
H  0.97250  1.73670  5.87841
H  2.29639  2.59074  5.05312
H  2.30802  -1.25932  4.19976
H  3.62327  -0.04411  4.27767
H  2.78304  -0.36043  2.75298
H  0.54505  3.17100  3.59833
H  -0.65706  2.13418  4.45681
H  -0.43752  4.43672  2.37090
H  -2.18984  4.13495  2.69752
H  -3.37405  5.65758  1.78645
H  -3.09375  6.81987  0.49414
H  -1.80818  6.48291  1.65594
H  -1.76247  4.41748  -1.76762
H  -1.62879  6.16173  -1.49217
H  -3.23942  5.39393  -1.57391
N  -4.42608  0.03222  -1.74448
C  -4.80653  1.12084  -2.56332
C  -6.14125  1.36977  -2.83682
C  -6.50478  2.42370  -3.67117
C  -5.53104  3.24909  -4.20324
C  -4.19224  3.01604  -3.89886
C  -3.82527  1.94519  -3.10148
S  -2.13045  1.61679  -2.74685
N  -2.24113  0.75982  -1.30186
C  -3.26118  0.10402  -0.98377
C  -3.23691  -0.68039  0.30430
C  -4.06655  -1.76214  0.52651
C  -3.96889  -2.43694  1.74034
C  -3.05231  -2.00726  2.67281
C  -2.24714  -0.92194  2.34835
N  -2.34895  -0.26978  1.19462
H  -5.19411  -0.43131  -1.29165
H  -6.90162  0.72119  -2.41109
H  -7.55143  2.59861  -3.88819
H  -5.80315  4.07682  -4.84595
H  -3.41678  3.66580  -4.29409
H  -4.73805  -2.12364  -0.24355
H  -4.59013  -3.30254  1.93622
H  -2.92973  -2.51653  3.62048
H  -1.46814  -0.57294  3.02090
S  4.32619  4.77881  -0.59531
Sb  2.37461  3.71340  0.10669
S  1.91076  0.29222  -0.75450
S  3.24630  1.29812  0.50741
S  2.02161  4.59847  2.29697
S  0.59946  -2.78264  1.57715
Sb  1.97428  -2.29047  -0.17335
C  4.05884  -1.91914  0.23143
C  4.57883  -2.27263  1.47278
C  5.91273  -2.01161  1.77543
C  6.73005  -1.40052  0.83248
C  6.21251  -1.04999  -0.41017
C  4.87968  -1.30584  -0.71036
C  2.51822  -4.41872  -0.66745
C  1.48520  -5.26457  -1.09477
C  1.71045  -6.59633  -1.42089
C  2.99535  -7.12658  -1.33488
C  4.03730  -6.31058  -0.91582
C  3.79806  -4.97306  -0.58639
C  1.02867  -2.27313  -2.12143
C  -0.29696  -1.87333  -2.23114
C  -0.93780  -1.87096  -3.46846
C  -0.24269  -2.25366  -4.60939
C  1.09029  -2.64424  -4.50843
C  1.71975  -2.66373  -3.26748
H  3.93243  -2.74671  2.20904
H  6.31133  -2.27871  2.74903
H  7.76248  -1.17200  1.07403
H  6.83694  -0.54018  -1.13395
H  4.46739  -0.97913  -1.65808
H  0.47460  -4.86790  -1.16799
H  0.88559  -7.22437  -1.74503
H  3.17994  -8.16560  -1.59163
H  5.04296  -6.70965  -0.84760
H  4.63267  -4.36075  -0.26686
H  -0.83403  -1.57601  -1.33651
H  -1.97675  -1.56249  -3.54303
H  -0.73786  -2.25011  -5.57418
H  1.63802  -2.94049  -5.39803
H  2.75045  -2.99461  -3.19249



Molecular formula: C38H40N5OS2Si2Tl
Method: DFT, ωB97M-V/def2-TZVPD

Summary:
* largest force on an atom: 2.312 eV/Å
* LUMO: 2.84 eV
* DFT total energy: -3369.022259 Ha
* highest occupied orbital energy: 0.2 eV
* charge: -2

Atoms and positions in Å:
Tl  -0.49475  0.11175  -0.24391
S  -2.14813  -0.61986  2.06300
C  -3.74230  0.00384  1.76266
C  -4.58587  0.11533  2.87338
C  -5.91721  0.46055  2.77024
C  -6.45505  0.72365  1.51757
C  -5.63046  0.69268  0.41348
C  -4.27523  0.35894  0.49726
S  -3.40067  0.43899  -0.99486
H  -4.16233  -0.10350  3.84536
H  -6.53725  0.52560  3.65944
H  -7.50643  0.96595  1.41469
H  -6.02493  0.92187  -0.56908
C  0.91913  -1.02269  -5.63340
Si  0.21738  -0.60558  -3.87486
C  -1.53054  -1.37399  -3.84527
C  0.00981  1.29467  -3.83897
C  1.25354  -1.19786  -2.44142
C  0.89597  -2.48963  -1.86749
C  1.10763  -3.69690  -2.56059
C  0.73334  -4.89465  -1.99517
C  0.14007  -4.88839  -0.73740
C  -0.03409  -3.66387  -0.11791
N  0.34180  -2.51516  -0.64848
Si  3.00995  -0.64356  -2.22836
C  4.09349  -1.18525  -3.74706
C  3.22574  1.25142  -2.09079
C  3.85350  -1.43432  -0.69827
H  0.18828  -0.85261  -6.42101
H  1.23368  -2.06143  -5.69618
H  1.78781  -0.40851  -5.84977
H  -2.03097  -1.32821  -4.80993
H  -2.14695  -0.85193  -3.11926
H  -1.48139  -2.41607  -3.54216
H  -0.76536  1.63210  -4.51958
H  0.92362  1.82044  -4.09066
H  -0.28016  1.60820  -2.84049
H  1.58428  -3.65854  -3.53028
H  0.89904  -5.83417  -2.51158
H  -0.17188  -5.80588  -0.25660
H  -0.51555  -3.59376  0.84939
H  3.83600  -0.58278  -4.61311
H  3.89393  -2.22150  -4.01129
H  5.16431  -1.08743  -3.58342
H  3.05640  1.74435  -3.04166
H  4.21824  1.53206  -1.75059
H  2.51192  1.65791  -1.38332
H  3.30669  -2.32307  -0.40168
H  3.84090  -0.75295  0.14471
H  4.88372  -1.72542  -0.88637
C  8.56383  10.19639  4.24699
O  8.82530  8.83597  4.43998
C  7.90689  7.92473  3.92361
C  8.16691  6.57301  4.16076
C  7.31955  5.59652  3.69349
C  6.15682  5.93333  2.96538
C  5.92058  7.30535  2.73088
C  6.76193  8.27800  3.20899
C  5.18558  5.00051  2.50868
N  4.13858  5.34610  1.76489
C  3.39256  4.23491  1.61871
C  3.97596  3.14553  2.28194
N  5.13470  3.64877  2.82899
C  3.37324  1.87438  2.32974
C  3.87139  0.75570  3.01705
C  3.19026  -0.43721  2.95814
C  2.01514  -0.50221  2.19049
N  1.49293  0.53635  1.59150
C  2.10854  1.73100  1.65163
C  1.48806  2.84740  1.00521
N  0.26472  2.68230  0.45281
C  -0.31716  3.71434  -0.12452
C  0.25506  4.97607  -0.23156
C  1.50826  5.17640  0.32408
C  2.13507  4.11132  0.95928
H  9.38126  10.73884  4.72550
H  7.62095  10.50309  4.71650
H  8.53675  10.45951  3.18192
H  9.04236  6.31659  4.74188
H  7.56471  4.55966  3.88516
H  5.03916  7.57056  2.17007
H  6.50762  9.31543  3.04861
H  5.79382  3.14922  3.39908
H  4.79042  0.83583  3.59066
H  3.55431  -1.31657  3.47225
H  1.48490  -1.43734  2.07481
H  -1.30593  3.52878  -0.52210
H  -0.27598  5.78901  -0.70631
H  2.00974  6.13176  0.28629



Molecular formula: C38H40O5P2PdS2
Method: DFT, ωB97M-V/def2-TZVPD

Summary:
* largest force on an atom: 0.365 eV/Å
* LUMO: -6.81 eV
* DFT total energy: -3454.858056 Ha
* highest occupied orbital energy: -13.0 eV
* charge: +2

Atoms and positions in Å:
Pd  -0.83956  -1.80156  0.17852
O  1.65723  1.29912  1.01730
C  2.07401  2.36635  0.40951
C  -0.46435  2.36401  -2.03841
O  -0.44143  3.29961  -2.71362
O  -0.46252  1.42667  -1.34835
C  3.18366  2.26550  -0.51756
C  4.24196  1.39120  -0.22564
C  5.32521  1.31828  -1.07831
C  5.34103  2.07730  -2.24417
C  4.27942  2.91651  -2.55942
C  3.20651  3.02725  -1.69377
C  1.37540  3.57823  0.72069
C  0.06041  3.51224  1.22191
C  -0.61012  4.67218  1.53785
C  0.02596  5.90373  1.38469
C  1.33205  5.98057  0.91661
C  2.00910  4.82563  0.57953
H  2.03308  0.47121  0.64267
H  4.25232  0.83257  0.70350
H  6.16511  0.68288  -0.83285
H  6.19115  2.01582  -2.91103
H  4.29516  3.49279  -3.47417
H  2.37595  3.67645  -1.93797
H  -0.42820  2.55190  1.31821
H  -1.62640  4.62957  1.90427
H  -0.50247  6.81218  1.64268
H  1.82168  6.94002  0.82746
H  3.03965  4.87871  0.25831
C  3.08986  -6.28419  -1.64449
C  2.67201  -5.30359  -0.57778
C  2.38992  -5.92267  0.76877
O  1.39726  -4.68078  -1.03002
P  1.28931  -3.17378  -1.37779
S  -0.56823  -2.68103  -1.93093
S  1.45786  -1.97923  0.25519
O  2.40960  -2.94475  -2.44366
C  2.63318  -1.64317  -3.10044
C  2.07260  -1.72789  -4.50033
C  4.12186  -1.39779  -3.05128
H  4.02079  -6.76801  -1.34841
H  3.24904  -5.78151  -2.59729
H  2.32678  -7.05206  -1.77084
H  3.40945  -4.50179  -0.48480
H  1.61498  -6.68399  0.67913
H  2.06500  -5.16451  1.48188
H  3.29525  -6.39464  1.15068
H  2.09820  -0.88960  -2.51366
H  2.57133  -2.51916  -5.05997
H  2.23850  -0.78322  -5.01908
H  1.00181  -1.92730  -4.48419
H  4.65171  -2.18028  -3.59488
H  4.48056  -1.37987  -2.02213
H  4.35057  -0.43897  -3.51771
C  -5.78645  -2.77610  5.02654
C  -6.23017  -2.33727  3.78587
C  -5.33734  -1.77302  2.88959
C  -3.98570  -1.66014  3.21867
C  -3.55016  -2.08818  4.46953
C  -4.44935  -2.64576  5.36853
P  -2.89394  -0.78007  2.05561
C  -3.17133  -1.70873  0.47909
C  -3.07571  -0.94826  -0.70300
C  -3.46561  -1.48267  -1.93562
C  -3.92726  -2.77874  -1.99983
C  -3.99745  -3.56434  -0.84097
C  -3.63321  -3.04295  0.37802
C  -1.23318  -1.48410  2.47330
C  -0.22293  -0.58043  2.85297
C  0.95142  -1.02559  3.43622
C  1.14124  -2.38538  3.65141
C  0.17177  -3.30446  3.26619
C  -1.00100  -2.86298  2.68070
H  -6.48473  -3.21324  5.72729
H  -7.27439  -2.42874  3.51862
H  -5.69883  -1.42198  1.92894
H  -2.51013  -1.98810  4.75672
H  -4.10242  -2.97675  6.33825
H  -2.79748  0.09739  -0.63297
H  -3.41777  -0.87132  -2.82679
H  -4.24940  -3.19255  -2.94621
H  -4.36498  -4.57985  -0.90309
H  -3.75439  -3.63496  1.27638
H  -0.40147  0.48020  2.73067
H  1.70408  -0.31454  3.75167
H  2.04705  -2.73161  4.13252
H  0.32202  -4.36114  3.44234
H  -1.77459  -3.57771  2.43136